No. 1
{"formula": "C47H44O30S2", "method": "ωB97M-V/def2-TZVPD", "symbols": ["C", "O", "C", "C", "O", "C", "S", "C", "C", "O", "O", "C", "C", "C", "O", "C", "O", "C", "S", "H", "H", "H", "H", "H", "H", "H", "H", "H", "H", "H", "H", "H", "H", "H", "H", "H", "H", "H", "H", "O", "C", "C", "C", "O", "C", "O", "C", "C", "O", "H", "H", "H", "H", "O", "C", "C", "C", "O", "C", "O", "C", "C", "O", "H", "H", "H", "H", "O", "C", "C", "C", "O", "C", "O", "C", "C", "O", "H", "H", "H", "H", "O", "C", "C", "C", "O", "C", "O", "C", "C", "O", "H", "H", "H", "H", "O", "C", "C", "C", "O", "C", "O", "C", "C", "O", "H", "H", "H", "H", "O", "C", "C", "C", "O", "C", "O", "C", "C", "O", "H", "H", "H", "H"], "positions_angstrom": [[2.758, -4.959, -0.558], [3.735, -4.210, 0.134], [4.011, -2.959, -0.429], [2.822, -1.998, -0.387], [2.948, -1.146, -1.497], [1.718, -0.592, -1.917], [2.877, -1.020, 1.159], [1.248, -1.332, 1.881], [0.209, -0.332, 1.437], [0.303, 0.863, 1.618], [-0.829, -0.943, 0.847], [-2.022, -0.166, 0.686], [-2.923, -0.898, -0.288], [-2.182, -1.308, -1.558], [-3.448, -2.051, 0.392], [-4.743, -2.352, 0.151], [-5.618, -1.536, -0.022], [-5.008, -3.843, 0.143], [-6.068, -4.160, 1.586], [3.174, -5.905, -0.894], [1.938, -5.187, 0.118], [2.376, -4.442, -1.434], [4.810, -2.530, 0.165], [4.371, -3.026, -1.455], [1.864, -2.512, -0.421], [1.957, 0.065, -2.738], [1.032, -1.367, -2.259], [1.270, -0.019, -1.106], [0.905, -2.330, 1.639], [1.350, -1.205, 2.951], [-1.835, 0.824, 0.286], [-2.552, -0.090, 1.629], [-3.698, -0.189, -0.553], [-2.034, -2.379, -1.600], [-1.227, -0.807, -1.637], [-2.759, -1.005, -2.426], [-5.531, -4.058, -0.779], [-4.081, -4.387, 0.241], [-6.173, -5.492, 1.508], [4.399, -2.559, -4.814], [3.584, -2.410, -5.702], [3.321, -3.395, -6.738], [2.410, -3.132, -7.683], [2.113, -3.977, -8.660], [1.641, -1.841, -7.715], [0.844, -1.684, -8.620], [1.888, -0.864, -6.669], [2.798, -1.126, -5.721], [3.078, -0.290, -4.732], [3.879, -4.320, -6.708], [1.432, -3.537, -9.203], [1.320, 0.055, -6.692], [3.767, -0.727, -4.192], [-0.361, 7.546, 1.038], [-0.924, 6.488, 0.839], [-2.341, 6.370, 0.538], [-2.877, 5.158, 0.349], [-4.159, 4.967, 0.071], [-2.054, 3.901, 0.440], [-2.636, 2.841, 0.267], [-0.639, 4.014, 0.722], [-0.101, 5.228, 0.908], [1.181, 5.418, 1.176], [-2.923, 7.279, 0.477], [-4.280, 4.002, -0.008], [-0.059, 3.103, 0.781], [1.298, 6.384, 1.274], [7.156, -9.751, -8.015], [6.578, -8.762, -8.423], [5.161, -8.510, -8.227], [4.611, -7.396, -8.728], [3.328, -7.096, -8.590], [5.420, -6.385, -9.497], [4.838, -5.409, -9.929], [6.841, -6.627, -9.674], [7.390, -7.740, -9.171], [8.676, -8.034, -9.289], [4.590, -9.243, -7.676], [3.192, -6.240, -9.043], [7.416, -5.888, -10.215], [8.799, -8.891, -8.840], [-0.701, 9.540, 6.302], [-0.066, 8.544, 6.003], [0.624, 8.377, 4.739], [1.265, 7.230, 4.487], [1.904, 6.992, 3.351], [1.301, 6.098, 5.478], [1.893, 5.087, 5.154], [0.630, 6.277, 6.753], [-0.014, 7.423, 7.005], [-0.654, 7.662, 8.141], [0.585, 9.191, 4.029], [2.265, 6.086, 3.428], [0.671, 5.465, 7.464], [-1.027, 8.559, 8.062], [-1.061, -4.167, 1.892], [-1.257, -4.737, 2.948], [-0.438, -5.819, 3.461], [-0.754, -6.383, 4.635], [-0.062, -7.373, 5.175], [-1.939, -5.928, 5.446], [-2.158, -6.509, 6.491], [-2.744, -4.830, 4.941], [-2.427, -4.265, 3.768], [-3.107, -3.261, 3.237], [0.409, -6.138, 2.871], [-0.509, -7.588, 6.016], [-3.583, -4.502, 5.537], [-2.678, -3.051, 2.383], [-5.224, 5.869, 4.424], [-5.206, 6.988, 4.901], [-6.386, 7.819, 5.074], [-6.259, 9.046, 5.595], [-7.284, 9.864, 5.786], [-4.923, 9.604, 6.010], [-4.901, 10.733, 6.459], [-3.747, 8.765, 5.855], [-3.878, 7.539, 5.337], [-2.849, 6.713, 5.165], [-7.339, 7.411, 4.771], [-6.910, 10.680, 6.169], [-2.783, 9.152, 6.160], [-3.221, 5.900, 4.775]], "smiles": "COC[C@H](OC)SCC(=O)OC[C@@H](C)OC(=O)CS.O=C1C=C(O)C(=O)C=C1O.O=C1C=C(O)C(=O)C=C1O.O=C1C=C(O)C(=O)C=C1O.O=C1C=C(O)C(=O)C=C1O.O=C1C=C(O)C(=O)C=C1O.O=C1C=C(O)C(=O)C=C1O", "multiplicity": 1}

No. 2
{"formula": "C47H45CaGeIN10O2Se", "method": "ωB97M-V/def2-TZVPD", "symbols": ["Ca", "C", "C", "N", "C", "C", "C", "O", "C", "C", "N", "C", "C", "C", "C", "C", "C", "I", "C", "O", "H", "H", "H", "H", "H", "H", "H", "H", "H", "H", "H", "H", "C", "C", "C", "C", "N", "C", "N", "C", "N", "C", "N", "C", "C", "C", "C", "C", "N", "C", "C", "C", "C", "C", "C", "H", "H", "H", "H", "H", "H", "H", "H", "H", "H", "H", "H", "N", "C", "C", "C", "C", "C", "C", "C", "N", "C", "C", "N", "C", "H", "H", "H", "H", "H", "H", "H", "C", "Ge", "C", "C", "C", "Se", "C", "H", "H", "H", "H", "H", "H", "H", "H", "H", "H", "H", "H", "H", "H"], "positions_angstrom": [[-0.453, 0.416, 0.161], [-3.336, 3.583, 1.601], [-3.691, 2.175, 1.972], [-4.576, 1.960, 2.919], [-4.879, 0.685, 3.254], [-4.303, -0.408, 2.660], [-4.688, -1.792, 3.113], [-5.398, -2.530, 2.110], [-3.327, -0.203, 1.661], [-2.776, -1.397, 0.992], [-1.588, -1.548, 0.543], [-1.302, -2.721, -0.297], [-1.979, -3.973, 0.195], [-1.392, -5.164, 0.210], [-0.002, -5.360, -0.201], [0.740, -4.336, -0.602], [0.210, -2.944, -0.720], [1.718, -1.717, 0.241], [-3.016, 1.116, 1.275], [-2.180, 1.410, 0.327], [-3.941, 4.274, 2.184], [-3.498, 3.753, 0.534], [-2.276, 3.774, 1.784], [-5.615, 0.558, 4.042], [-5.276, -1.720, 4.030], [-3.803, -2.387, 3.336], [-6.210, -2.053, 1.910], [-3.515, -2.185, 0.880], [-2.994, -3.899, 0.561], [-1.947, -6.020, 0.574], [0.422, -6.355, -0.166], [1.773, -4.478, -0.896], [-2.614, -3.548, -3.432], [-1.317, -4.145, -3.758], [-0.199, -3.761, -3.148], [-0.202, -2.566, -2.219], [-1.566, -2.309, -1.700], [-2.710, -2.723, -2.390], [0.456, -1.543, -2.987], [0.750, -0.309, -2.831], [0.532, 0.617, -1.806], [1.293, 1.725, -2.067], [1.503, 2.818, -1.396], [1.115, 3.171, -0.120], [1.251, 4.539, 0.191], [1.030, 4.988, 1.466], [0.678, 4.070, 2.459], [0.538, 2.758, 2.089], [0.738, 2.296, 0.836], [1.951, 1.582, -3.393], [2.782, 2.430, -4.096], [3.234, 1.993, -5.337], [2.859, 0.745, -5.838], [2.033, -0.104, -5.107], [1.591, 0.347, -3.881], [-3.494, -3.816, -3.998], [-1.286, -4.929, -4.506], [0.766, -4.197, -3.376], [-3.654, -2.335, -2.023], [1.556, 5.199, -0.609], [1.141, 6.039, 1.705], [0.511, 4.369, 3.485], [0.255, 2.016, 2.827], [3.064, 3.395, -3.691], [3.885, 2.629, -5.925], [3.221, 0.434, -6.811], [1.738, -1.079, -5.476], [5.179, 0.982, 10.384], [4.388, 0.891, 9.555], [3.394, 0.775, 8.514], [2.066, 1.100, 8.775], [1.113, 0.986, 7.779], [1.483, 0.562, 6.510], [2.808, 0.237, 6.246], [3.758, 0.336, 7.245], [0.508, 0.452, 5.485], [-0.698, 1.127, 5.405], [-1.303, 0.675, 4.276], [-0.501, -0.259, 3.641], [0.569, -0.354, 4.383], [1.779, 1.430, 9.764], [0.077, 1.209, 8.000], [3.104, -0.082, 5.257], [4.790, 0.083, 7.042], [-1.005, 1.862, 6.130], [-2.268, 0.959, 3.887], [1.384, -1.041, 4.211], [6.776, 3.339, 1.470], [6.683, 2.207, -0.116], [5.808, 3.142, -1.587], [8.469, 1.597, -0.608], [5.523, 0.671, 0.292], [3.754, 1.319, 0.845], [3.842, 0.774, 2.710], [7.290, 4.275, 1.245], [7.317, 2.837, 2.276], [5.765, 3.570, 1.809], [6.234, 4.135, -1.741], [4.744, 3.253, -1.360], [5.905, 2.573, -2.514], [9.106, 2.453, -0.840], [8.428, 0.949, -1.485], [8.922, 1.043, 0.216], [5.911, 0.023, 1.078], [5.366, 0.061, -0.598], [4.727, 1.198, 3.181], [3.851, -0.313, 2.786], [2.949, 1.175, 3.188]], "multiplicity": 1}

No. 3
{"formula": "C47H46Br2FeN3O4P2SeSi", "method": "ωB97M-V/def2-TZVPD", "symbols": ["Fe", "O", "P", "C", "P", "O", "C", "C", "C", "C", "C", "C", "C", "C", "C", "C", "C", "C", "C", "C", "C", "C", "C", "C", "C", "C", "C", "C", "C", "C", "H", "H", "H", "H", "H", "H", "H", "H", "H", "H", "H", "H", "H", "H", "H", "H", "H", "H", "H", "H", "H", "H", "C", "O", "C", "C", "C", "Br", "C", "C", "C", "O", "C", "N", "C", "C", "C", "C", "C", "C", "N", "H", "H", "H", "H", "H", "H", "H", "H", "H", "H", "H", "C", "Si", "C", "C", "Se", "H", "H", "H", "H", "H", "H", "H", "H", "H", "Br", "C", "C", "C", "C", "N", "C", "H", "H", "H", "H"], "positions_angstrom": [[-0.713, 0.980, -0.976], [-0.337, -0.232, 0.698], [0.895, -0.510, 1.524], [2.272, 0.524, 0.949], [2.608, 0.365, -0.832], [1.299, 0.393, -1.578], [3.487, -1.173, -1.113], [4.518, -1.613, -0.282], [5.195, -2.786, -0.576], [4.844, -3.525, -1.701], [3.813, -3.095, -2.526], [3.132, -1.922, -2.233], [3.703, 1.714, -1.270], [3.134, 2.981, -1.420], [3.936, 4.063, -1.745], [5.304, 3.890, -1.924], [5.871, 2.631, -1.786], [5.074, 1.542, -1.462], [1.390, -2.222, 1.381], [2.410, -2.767, 2.164], [2.794, -4.085, 1.979], [2.169, -4.861, 1.009], [1.164, -4.320, 0.219], [0.776, -3.000, 0.403], [0.617, -0.085, 3.235], [0.493, -1.035, 4.247], [0.182, -0.631, 5.539], [-0.011, 0.714, 5.818], [0.090, 1.663, 4.806], [0.398, 1.268, 3.516], [3.164, 0.343, 1.557], [1.963, 1.564, 1.095], [4.800, -1.045, 0.600], [5.995, -3.126, 0.070], [5.376, -4.440, -1.933], [3.538, -3.675, -3.399], [2.320, -1.582, -2.867], [2.064, 3.116, -1.280], [3.493, 5.046, -1.860], [5.928, 4.739, -2.179], [6.934, 2.493, -1.937], [5.526, 0.563, -1.378], [2.905, -2.166, 2.921], [3.581, -4.509, 2.590], [2.470, -5.893, 0.869], [0.680, -4.925, -0.539], [0.006, -2.563, -0.225], [0.620, -2.089, 4.035], [0.083, -1.371, 6.324], [-0.252, 1.026, 6.828], [-0.081, 2.710, 5.024], [0.436, 2.009, 2.721], [-3.888, 3.102, -2.477], [-3.474, 1.954, -1.738], [-4.388, 1.000, -1.464], [-5.705, 0.991, -1.889], [-6.521, -0.072, -1.507], [-8.315, -0.082, -2.095], [-6.061, -1.112, -0.731], [-4.727, -1.110, -0.313], [-3.922, -0.051, -0.677], [-2.583, -0.035, -0.315], [-4.227, -2.231, 0.510], [-5.001, -3.103, 1.089], [-4.146, -3.975, 1.749], [-4.438, -5.093, 2.533], [-3.380, -5.789, 3.082], [-2.049, -5.391, 2.866], [-1.740, -4.286, 2.097], [-2.816, -3.593, 1.547], [-2.891, -2.460, 0.761], [-4.220, 2.826, -3.479], [-3.012, 3.740, -2.534], [-4.688, 3.631, -1.957], [-6.103, 1.789, -2.499], [-6.702, -1.932, -0.439], [-2.467, 0.027, 0.645], [-5.466, -5.394, 2.696], [-3.573, -6.662, 3.693], [-1.247, -5.967, 3.315], [-0.712, -3.980, 1.928], [-2.121, -1.961, 0.354], [0.397, 6.366, -0.787], [0.102, 5.188, 0.626], [1.659, 4.999, 1.640], [-1.293, 5.782, 1.703], [-0.452, 3.176, -0.215], [0.820, 7.311, -0.427], [-0.540, 6.588, -1.306], [1.088, 5.935, -1.517], [2.001, 5.970, 2.017], [2.466, 4.563, 1.045], [1.479, 4.349, 2.503], [-1.068, 6.768, 2.127], [-1.468, 5.085, 2.528], [-2.218, 5.860, 1.125], [-3.264, -2.704, -4.787], [-2.091, -1.265, -4.504], [-1.368, -0.708, -5.543], [-0.522, 0.353, -5.256], [-0.426, 0.808, -3.955], [-1.135, 0.270, -2.956], [-1.955, -0.749, -3.228], [-1.463, -1.095, -6.550], [0.062, 0.825, -6.035], [0.239, 1.620, -3.688], [-2.528, -1.168, -2.411]], "charge": 1, "s2": 6.01, "multiplicity": 5}

No. 4
{"formula": "C47H46ClN8O4P2Rb", "method": "ωB97M-V/def2-TZVPD", "symbols": ["Rb", "C", "P", "C", "C", "C", "C", "C", "C", "C", "C", "C", "C", "C", "C", "C", "C", "C", "C", "C", "P", "C", "C", "C", "C", "C", "C", "C", "C", "C", "C", "C", "C", "N", "H", "H", "H", "H", "H", "H", "H", "H", "H", "H", "H", "H", "H", "H", "H", "H", "H", "H", "H", "H", "H", "H", "H", "H", "H", "H", "N", "C", "N", "C", "N", "N", "C", "N", "C", "C", "C", "C", "C", "N", "H", "H", "H", "H", "H", "H", "H", "H", "C", "N", "C", "C", "C", "C", "C", "C", "C", "C", "H", "H", "H", "H", "H", "H", "H", "H", "H", "H", "H", "H", "O", "Cl", "O", "O", "O"], "positions_angstrom": [[-0.366, -0.897, -1.284], [0.314, 1.434, 1.193], [-1.459, 1.664, 1.694], [-1.263, 2.620, 3.255], [-0.158, 3.407, 3.576], [-0.098, 4.092, 4.781], [-1.144, 3.999, 5.690], [-2.245, 3.212, 5.390], [-2.296, 2.524, 4.184], [-1.899, 2.991, 0.490], [-2.354, 2.546, -0.753], [-2.649, 3.440, -1.772], [-2.515, 4.804, -1.557], [-2.089, 5.263, -0.319], [-1.782, 4.364, 0.695], [0.980, 0.474, 2.122], [1.980, 0.608, 3.084], [2.123, -0.676, 3.681], [1.191, -1.491, 3.042], [0.745, -2.929, 3.126], [-0.522, -3.055, 1.769], [-2.002, -2.190, 2.421], [-2.259, -1.951, 3.768], [-3.426, -1.312, 4.158], [-4.361, -0.914, 3.208], [-4.106, -1.133, 1.863], [-2.925, -1.754, 1.477], [-1.088, -4.810, 2.074], [-2.421, -5.187, 2.244], [-2.787, -6.523, 2.339], [-1.830, -7.525, 2.268], [-0.498, -7.171, 2.090], [-0.140, -5.835, 1.989], [0.516, -0.791, 2.106], [0.817, 2.399, 1.123], [0.295, 1.010, 0.182], [0.672, 3.482, 2.886], [0.773, 4.693, 5.013], [-1.093, 4.530, 6.634], [-3.059, 3.120, 6.100], [-3.142, 1.883, 3.959], [-2.491, 1.486, -0.941], [-2.971, 3.062, -2.735], [-2.733, 5.505, -2.355], [-1.980, 6.327, -0.142], [-1.440, 4.740, 1.652], [2.525, 1.508, 3.341], [2.806, -0.950, 4.473], [0.333, -3.221, 4.096], [1.543, -3.639, 2.891], [-1.537, -2.249, 4.519], [-3.607, -1.120, 5.210], [-5.274, -0.416, 3.517], [-4.806, -0.801, 1.106], [-2.708, -1.882, 0.422], [-3.190, -4.427, 2.296], [-3.833, -6.781, 2.463], [-2.117, -8.567, 2.339], [0.264, -7.939, 2.018], [0.904, -5.586, 1.825], [3.277, 1.451, -0.036], [2.690, 2.402, -0.788], [3.169, 3.651, -0.702], [2.574, 4.506, -1.527], [2.979, 5.820, -1.448], [1.617, 4.227, -2.407], [1.210, 2.950, -2.378], [1.678, 2.014, -1.578], [0.181, 2.548, -3.385], [-0.231, 3.457, -4.362], [-1.138, 3.036, -5.312], [-1.572, 1.713, -5.277], [-1.080, 0.882, -4.289], [-0.237, 1.289, -3.337], [3.806, 1.761, 0.760], [2.776, 0.584, 0.080], [3.896, 5.948, -1.054], [2.762, 6.366, -2.264], [0.164, 4.462, -4.342], [-1.493, 3.718, -6.075], [-2.273, 1.326, -6.004], [-1.358, -0.166, -4.263], [3.343, -2.424, -0.902], [2.090, -2.620, -1.603], [1.477, -3.870, -1.192], [2.273, -2.654, -3.065], [2.970, -1.454, -3.661], [4.327, -1.565, -3.981], [5.008, -0.491, -4.543], [4.309, 0.690, -4.769], [2.959, 0.767, -4.430], [2.217, -0.289, -3.880], [4.062, -3.241, -1.104], [3.153, -2.388, 0.174], [3.802, -1.487, -1.215], [2.100, -4.738, -1.478], [0.497, -3.985, -1.660], [1.341, -3.880, -0.111], [1.276, -2.742, -3.504], [2.836, -3.571, -3.336], [4.863, -2.494, -3.787], [6.061, -0.574, -4.794], [4.820, 1.544, -5.212], [2.464, 1.727, -4.626], [-3.084, -3.334, -1.672], [-2.764, -2.346, -2.671], [-3.672, -2.420, -3.781], [-2.845, -1.019, -2.061], [-1.398, -2.551, -3.132]], "charge": -2, "multiplicity": 1}

Calculated energy above the lowest of the compared OMol25 structures with the same formula, charge and spin in order - 42.02, 451.90, 16.24, 73.75 kJ/mol